Entry 1:
Below is a cluster of 13 separate species, C34H95NO13 in total, with properties calculated with wB97M-V/def2-TZVPD.

The geometry in XYZ format:
```
143
Properties=species:S:1:pos:R:3:mulliken_charge:R:1
C 1.308 -1.031 1.631 -1.378
C 1.425 -0.457 0.254 0.987
C 0.852 0.835 -0.039 -1.453
O 2.757 -0.553 -0.088 -0.521
H 0.304 -0.858 2.018 0.319
H 2.027 -0.535 2.283 0.346
H 1.384 -2.116 1.703 0.391
H 0.800 -1.073 -0.393 0.001
H 1.398 1.666 0.408 0.320
H -0.185 0.922 0.287 0.352
H 0.835 1.056 -1.107 0.326
H 3.030 -1.463 0.052 0.304
C 1.836 7.633 -2.871 -1.403
C 1.095 6.365 -3.293 0.649
C -0.320 6.261 -2.837 -1.170
O 1.090 6.432 -4.660 -0.559
H 1.954 7.634 -1.788 0.349
H 1.357 8.580 -3.123 0.337
H 2.826 7.760 -3.308 0.340
H 1.671 5.499 -2.967 0.238
H -0.682 5.234 -2.876 0.322
H -0.999 6.940 -3.354 0.310
H -0.302 6.628 -1.811 0.285
H 1.050 5.524 -4.968 0.300
C -0.042 0.209 -8.694 -1.150
C -0.404 1.199 -7.589 0.448
C -1.140 0.669 -6.374 -1.203
O 0.760 1.947 -7.289 -0.501
H 0.833 -0.371 -8.400 0.304
H 0.157 0.617 -9.685 0.285
H -0.864 -0.505 -8.728 0.336
H -1.110 1.903 -8.031 0.210
H -0.508 0.035 -5.752 0.289
H -2.032 0.110 -6.657 0.360
H -1.353 1.546 -5.763 0.300
H 1.375 1.314 -6.910 0.323
C -4.256 2.922 4.454 -1.316
C -3.435 1.674 4.864 0.721
C -3.315 1.526 6.344 -1.410
O -4.228 0.661 4.285 -0.514
H -3.932 3.833 4.957 0.347
H -5.307 2.777 4.706 0.352
H -4.277 3.141 3.386 0.312
H -2.433 1.621 4.439 0.160
H -2.886 0.582 6.681 0.368
H -4.319 1.547 6.768 0.370
H -2.710 2.304 6.810 0.333
H -4.098 -0.125 4.821 0.276
C 1.702 -6.775 -3.642 -1.234
C 2.009 -6.106 -4.947 0.595
C 2.645 -4.735 -4.786 -1.291
O 2.892 -6.910 -5.641 -0.544
H 1.128 -7.694 -3.765 0.367
H 1.164 -6.074 -3.004 0.300
H 2.634 -6.946 -3.104 0.309
H 1.051 -5.973 -5.450 0.197
H 1.915 -4.065 -4.331 0.347
H 2.961 -4.313 -5.740 0.316
H 3.519 -4.765 -4.135 0.308
H 2.352 -7.648 -5.936 0.332
C 6.348 1.762 -6.326 -1.293
C 6.201 0.969 -5.016 0.538
C 6.952 1.653 -3.880 -1.272
O 4.833 0.949 -4.784 -0.493
H 5.668 1.351 -7.072 0.315
H 7.360 1.896 -6.709 0.373
H 5.917 2.738 -6.102 0.324
H 6.570 -0.048 -5.150 0.175
H 7.026 1.003 -3.008 0.376
H 6.503 2.592 -3.556 0.335
H 7.977 1.812 -4.216 0.337
H 4.714 0.646 -3.881 0.284
C 2.182 4.103 4.544 -1.212
C 1.110 5.164 4.299 0.628
C 0.455 5.909 5.470 -1.241
O 1.676 6.168 3.492 -0.548
H 3.041 4.589 5.005 0.335
H 2.436 3.557 3.635 0.256
H 1.819 3.373 5.267 0.347
H 0.268 4.705 3.781 0.171
H -0.178 6.707 5.082 0.360
H 1.254 6.324 6.084 0.320
H -0.186 5.304 6.111 0.275
H 0.988 6.767 3.194 0.310
C -4.254 -5.118 3.359 -1.283
C -3.515 -5.464 4.689 0.544
C -2.124 -6.022 4.560 -1.213
O -3.481 -4.276 5.449 -0.533
H -5.267 -4.734 3.483 0.326
H -4.343 -6.065 2.827 0.370
H -3.647 -4.446 2.753 0.315
H -4.095 -6.169 5.284 0.194
H -1.768 -6.322 5.545 0.357
H -1.414 -5.278 4.197 0.306
H -2.162 -6.881 3.890 0.322
H -3.172 -4.514 6.326 0.296
C 1.968 -2.157 7.532 -1.230
C 3.346 -1.959 8.250 0.593
C 4.347 -1.379 7.300 -1.347
O 3.095 -1.041 9.269 -0.554
H 1.270 -2.627 8.225 0.302
H 2.096 -2.726 6.611 0.359
H 1.542 -1.194 7.251 0.313
H 3.753 -2.827 8.770 0.204
H 5.332 -1.253 7.749 0.388
H 4.143 -0.381 6.914 0.336
H 4.494 -2.086 6.484 0.333
H 3.942 -0.781 9.637 0.305
C -6.574 1.457 -1.563 -1.364
C -7.814 0.645 -1.246 0.581
C -8.748 0.641 -2.468 -0.663
O -9.045 1.941 -3.001 -0.297
C -10.164 1.935 -3.875 -0.713
N -7.460 -0.708 -0.835 -0.680
H -5.987 1.086 -2.403 0.303
H -5.923 1.408 -0.690 0.351
H -6.780 2.489 -1.848 0.335
H -8.288 1.046 -0.350 0.223
H -9.711 0.246 -2.145 0.311
H -8.322 -0.093 -3.152 0.330
H -11.065 1.606 -3.358 0.301
H -10.031 1.266 -4.725 0.296
H -10.178 2.982 -4.176 0.240
H -8.208 -1.267 -0.450 0.233
H -6.874 -0.656 -0.014 0.233
C 3.574 -6.107 1.358 -0.567
O 4.376 -5.114 0.729 -0.490
H 3.603 -6.143 2.447 0.264
H 2.562 -6.091 0.953 0.205
H 4.043 -7.016 0.979 0.296
H 5.240 -5.173 1.142 0.294
C -3.288 -3.334 -2.681 -0.473
O -4.641 -3.284 -3.085 -0.522
H -3.084 -2.395 -2.166 0.215
H -3.148 -4.112 -1.930 0.247
H -2.636 -3.345 -3.554 0.219
H -5.227 -2.913 -2.421 0.294
C 7.289 1.595 2.548 -0.423
O 8.444 0.703 2.618 -0.525
H 6.680 1.350 1.678 0.213
H 6.643 1.576 3.425 0.196
H 7.685 2.601 2.408 0.245
H 9.079 0.866 1.916 0.296
```

**F_max**: 3.012 eV Å⁻¹
**Energy relative to the best compared isomer or geometry (same formula, charge and spin)**: 252.8 kJ/mol
**Net charge**: 0

Entry 2:
Below is a cluster of 11 separate species, C34H96N6O16 in total, with properties calculated with wB97M-V/def2-TZVPD.

The geometry in XYZ format:
```
152
Properties=species:S:1:pos:R:3:mulliken_charge:R:1
C 3.938 1.422 -2.390 -0.745
C 3.741 0.156 -3.261 0.493
C 5.053 -0.424 -3.851 -1.159
O 5.883 -0.902 -2.821 -0.145
C 7.255 -1.136 -3.178 -0.859
N 3.300 -0.965 -2.365 -0.123
H 4.569 1.157 -1.542 0.422
H 2.983 1.729 -1.965 -0.242
H 4.500 2.241 -2.838 0.372
H 3.068 0.270 -4.110 0.229
H 5.477 0.402 -4.422 0.494
H 4.794 -1.273 -4.483 0.470
H 7.673 -0.240 -3.638 0.332
H 7.323 -1.859 -3.991 0.330
H 7.735 -1.434 -2.247 0.203
H 3.994 -0.892 -1.634 -0.325
H 3.551 -1.779 -2.908 0.258
C 4.928 -2.011 0.928 -0.963
C 4.683 -2.949 2.076 0.729
C 3.332 -2.806 2.684 -0.728
O 2.922 -1.496 3.236 -0.117
C 1.693 -1.378 3.927 -0.574
N 4.849 -4.372 1.621 -0.756
H 5.936 -2.151 0.538 0.543
H 4.758 -0.982 1.248 -0.281
H 4.237 -2.188 0.104 0.307
H 5.425 -2.712 2.839 0.298
H 3.400 -3.319 3.644 0.383
H 2.538 -3.316 2.138 -0.022
H 0.970 -1.667 3.164 -0.003
H 1.426 -0.366 4.229 0.240
H 1.570 -2.016 4.803 0.402
H 5.484 -4.418 0.838 0.295
H 3.939 -4.636 1.272 0.276
C -2.734 -0.211 4.360 -2.250
C -3.498 1.071 4.157 1.742
C -5.084 1.054 4.415 -0.844
O -5.551 0.733 5.776 -0.352
C -6.940 0.572 5.964 -0.787
N -2.812 1.969 5.077 -0.637
H -2.201 -0.448 5.280 0.478
H -1.972 -0.138 3.584 0.427
H -3.047 -1.191 3.998 0.506
H -3.323 1.197 3.089 -0.387
H -5.438 0.404 3.616 0.403
H -5.294 2.031 3.980 0.363
H -7.515 1.471 5.741 0.304
H -7.148 0.324 7.004 0.295
H -7.441 -0.286 5.515 0.310
H -3.047 2.951 5.056 0.227
H -1.851 1.662 5.110 0.189
C -5.011 -0.014 -2.739 -0.990
C -4.704 -1.499 -2.304 0.320
C -5.382 -2.602 -3.141 -0.646
O -6.705 -2.251 -3.614 -0.418
C -7.801 -2.655 -2.779 -0.729
N -3.328 -1.563 -2.159 0.176
H -4.814 0.702 -1.941 -0.115
H -6.073 0.033 -2.982 0.571
H -4.594 0.194 -3.724 0.236
H -5.167 -1.537 -1.318 0.297
H -5.352 -3.498 -2.521 0.433
H -4.838 -2.965 -4.013 0.247
H -7.742 -3.624 -2.283 0.304
H -8.806 -2.728 -3.195 0.292
H -7.857 -1.840 -2.057 0.274
H -2.760 -1.725 -2.978 -0.278
H -3.072 -2.483 -1.830 0.059
C -2.128 5.026 -0.138 -1.533
C -3.357 4.334 0.520 0.199
C -3.837 2.929 -0.070 -0.003
O -4.986 2.397 0.638 -0.251
C -6.247 2.857 0.185 -0.682
N -3.062 4.167 1.919 -0.678
H -2.320 5.212 -1.194 0.328
H -1.205 4.466 0.015 0.193
H -1.942 6.036 0.227 0.438
H -4.214 4.987 0.352 0.306
H -3.121 2.156 0.208 -0.136
H -3.940 2.925 -1.155 0.517
H -6.240 3.947 0.205 0.296
H -6.885 2.364 0.918 0.222
H -6.548 2.524 -0.808 0.208
H -2.323 3.484 1.833 0.259
H -3.824 3.774 2.453 0.330
C 8.648 1.308 3.707 -1.378
C 7.172 1.630 4.027 0.362
C 6.193 1.616 2.845 -0.924
O 4.877 1.742 3.198 -0.324
C 3.916 1.995 2.129 -0.733
N 6.701 0.558 4.865 -0.725
H 8.759 0.301 3.306 0.256
H 9.284 1.293 4.592 0.395
H 8.805 2.022 2.899 0.334
H 7.103 2.581 4.556 0.409
H 6.317 0.759 2.182 0.383
H 6.563 2.277 2.061 0.526
H 3.883 3.021 1.762 0.467
H 2.988 2.076 2.697 0.253
H 3.863 1.164 1.427 0.138
H 6.021 0.936 5.510 0.328
H 6.202 0.170 4.078 0.219
C -1.056 -4.510 1.692 -0.217
C -1.168 -4.053 3.115 0.561
O -2.564 -4.404 3.434 -0.523
O -1.027 -5.874 1.687 -0.523
H -0.168 -4.062 1.247 -0.065
H -1.885 -4.148 1.084 0.337
H -1.065 -2.978 3.262 -0.395
H -0.532 -4.505 3.876 0.243
H -2.827 -5.274 3.125 0.265
H -1.848 -6.171 2.085 0.340
C 1.700 4.557 -2.583 -0.063
C 1.998 4.268 -4.089 -0.509
O 1.057 3.610 -4.817 -0.398
O 0.462 5.258 -2.468 -0.582
H 2.366 5.292 -2.131 0.520
H 1.724 3.631 -2.009 -0.195
H 2.952 3.742 -4.090 0.348
H 2.122 5.293 -4.438 0.366
H 1.246 3.573 -5.758 0.269
H -0.233 4.666 -2.766 0.307
C 0.905 -0.009 -0.593 0.751
C -0.018 -1.234 -0.443 -0.308
O -0.204 -1.404 0.956 -0.003
O 0.365 1.259 -0.043 -0.485
H 0.800 0.225 -1.652 0.186
H 1.873 -0.136 -0.107 -0.302
H 0.409 -2.162 -0.825 0.064
H -0.987 -1.003 -0.885 0.087
H -0.495 -0.541 1.260 -0.031
H 0.095 1.872 -0.731 -0.100
C -1.660 0.990 -4.390 -0.639
C -1.792 1.609 -2.940 -0.004
O -0.612 2.388 -2.704 0.044
O -1.333 2.053 -5.208 -0.541
H -2.573 0.528 -4.768 0.322
H -0.918 0.201 -4.509 0.335
H -1.944 0.755 -2.280 0.176
H -2.626 2.290 -2.769 -0.158
H -0.311 2.661 -3.574 0.152
H -1.067 1.581 -6.000 0.374
C -0.492 -2.758 -3.600 -0.511
C -0.764 -4.148 -2.878 -0.493
O -1.932 -4.045 -1.991 -0.490
O -1.300 -2.505 -4.828 -0.517
H 0.550 -2.806 -3.918 0.555
H -0.493 -1.835 -3.019 -0.013
H 0.120 -4.346 -2.272 0.371
H -0.772 -4.953 -3.612 0.477
H -2.041 -4.919 -1.609 0.238
H -1.180 -3.351 -5.265 0.323
```

**F_max**: 4.098 eV Å⁻¹
**Energy relative to the best compared isomer or geometry (same formula, charge and spin)**: 736.7 kJ/mol
**Net charge**: 0
**Structure (SMILES)**: COC[C@H](C)N.COC[C@H](C)N.COC[C@H](C)N.COC[C@H](C)N.COC[C@H](C)N.COC[C@H](C)N.OCCO.OCCO.OCCO.OCCO.OCCO

Entry 3:
Below is a cluster of 12 separate species, C34H99N7O13 in total, with properties calculated with wB97M-V/def2-TZVPD.

The geometry in XYZ format:
```
153
Properties=species:S:1:pos:R:3:mulliken_charge:R:1
C 0.022 0.066 0.188 0.939
O 0.419 -0.687 -0.951 0.220
H 0.812 0.103 0.936 0.026
H -0.197 1.067 -0.197 -0.419
H -0.878 -0.297 0.686 -0.209
H 1.354 -0.639 -1.162 -0.313
C -3.234 0.171 3.434 -0.690
O -2.657 0.815 2.337 -0.464
H -4.331 0.190 3.371 0.384
H -2.932 -0.886 3.461 0.020
H -2.973 0.616 4.392 0.307
H -3.038 0.545 1.472 0.126
C 3.368 2.692 1.118 -0.977
O 1.968 2.810 1.176 -0.091
H 3.658 2.050 1.946 0.439
H 3.666 2.239 0.168 0.114
H 3.843 3.674 1.178 0.290
H 1.524 3.542 0.701 0.037
C 3.886 -0.824 0.289 -0.375
O 3.578 -0.449 -1.050 -0.494
H 3.532 -0.001 0.923 -0.160
H 3.374 -1.727 0.619 0.161
H 4.935 -0.904 0.586 0.465
H 4.332 0.057 -1.371 0.229
C -1.156 4.445 0.090 -0.894
C -0.178 5.575 -0.076 0.467
C -0.106 6.403 1.208 -0.881
O -1.329 7.064 1.441 -0.330
C -1.284 7.933 2.549 -0.731
N 1.145 5.042 -0.462 -0.488
H -2.133 4.788 0.435 0.587
H -0.831 3.666 0.788 -0.060
H -1.311 3.912 -0.855 -0.077
H -0.548 6.228 -0.879 0.472
H 0.686 7.165 1.183 0.488
H 0.100 5.705 2.033 0.320
H -2.158 8.577 2.463 0.245
H -0.373 8.537 2.526 0.312
H -1.370 7.394 3.497 0.286
H 0.955 4.613 -1.377 -0.030
H 1.686 5.869 -0.720 0.323
C -0.515 4.230 -5.062 -1.271
C 0.689 5.102 -4.751 0.630
C 1.815 4.294 -4.083 -0.942
O 1.294 3.568 -3.015 -0.126
C 2.060 2.495 -2.517 -0.289
N 1.060 5.862 -5.937 -0.721
H -0.205 3.404 -5.712 0.320
H -1.287 4.752 -5.630 0.426
H -1.017 3.863 -4.169 0.179
H 0.399 5.844 -3.993 0.058
H 2.691 4.888 -3.774 0.357
H 2.257 3.635 -4.855 0.368
H 2.904 2.899 -1.946 0.226
H 2.364 1.839 -3.337 0.351
H 1.449 1.898 -1.839 -0.282
H 1.243 5.182 -6.676 0.298
H 1.941 6.346 -5.777 0.263
C -1.270 -4.985 6.646 -1.620
C -0.736 -4.060 5.570 0.467
C -1.665 -4.098 4.348 -0.770
O -1.046 -3.363 3.315 -0.024
C -1.873 -3.242 2.180 -0.590
N -0.418 -2.776 6.167 -0.517
H -2.227 -4.610 7.030 0.378
H -0.594 -5.104 7.492 0.379
H -1.471 -6.003 6.303 0.398
H 0.214 -4.511 5.262 0.212
H -2.629 -3.705 4.696 0.281
H -1.761 -5.146 4.052 0.310
H -1.295 -2.824 1.357 -0.431
H -2.802 -2.702 2.381 0.526
H -2.149 -4.247 1.824 0.552
H -1.280 -2.363 6.525 0.280
H -0.087 -2.096 5.492 0.334
C 4.780 -7.120 0.638 -1.561
C 4.285 -5.863 -0.084 0.431
C 2.764 -5.777 -0.040 -0.822
O 2.344 -4.512 -0.500 0.106
C 0.947 -4.360 -0.471 -0.891
N 4.887 -4.710 0.630 -0.729
H 4.502 -8.045 0.121 0.377
H 4.459 -7.192 1.676 0.325
H 5.867 -7.165 0.568 0.397
H 4.741 -5.814 -1.073 0.373
H 2.461 -5.889 1.010 0.315
H 2.305 -6.590 -0.618 0.357
H 0.684 -3.304 -0.477 0.072
H 0.494 -4.725 0.467 0.562
H 0.471 -4.983 -1.236 0.369
H 4.411 -4.651 1.539 0.335
H 4.438 -3.885 0.216 0.188
C 0.624 -0.018 3.768 -0.122
C 0.294 1.388 4.269 0.466
C 1.358 2.121 5.082 -0.721
O 1.901 1.351 6.133 -0.435
C 0.998 0.950 7.126 -0.457
N -0.058 2.190 3.107 -0.135
H -0.155 -0.413 3.118 -0.053
H 0.674 -0.754 4.573 -0.048
H 1.572 0.082 3.234 -0.037
H -0.550 1.329 4.968 0.279
H 0.979 3.060 5.501 0.448
H 2.159 2.440 4.408 0.104
H 0.447 0.055 6.809 0.041
H 0.275 1.739 7.367 0.315
H 1.554 0.690 8.025 0.282
H -0.863 1.749 2.662 0.236
H 0.701 2.203 2.427 0.094
C 2.974 -0.923 -4.721 -1.473
C 2.222 -2.124 -4.153 1.411
C 2.002 -3.278 -5.116 -0.817
O 1.713 -2.794 -6.416 -0.286
C 1.459 -3.825 -7.339 -0.737
N 2.818 -2.631 -2.931 -0.601
H 3.729 -1.176 -5.467 0.292
H 3.432 -0.365 -3.905 0.312
H 2.282 -0.258 -5.240 0.372
H 1.203 -1.765 -3.928 -0.259
H 1.185 -3.942 -4.800 0.387
H 2.928 -3.871 -5.173 0.381
H 2.210 -4.619 -7.274 0.308
H 1.540 -3.415 -8.347 0.252
H 0.427 -4.168 -7.203 0.266
H 2.224 -3.193 -2.332 -0.004
H 3.028 -1.862 -2.288 0.141
C -3.049 1.646 -1.102 -0.655
C -4.351 1.187 -0.481 0.414
C -5.537 1.188 -1.432 -0.785
O -5.956 2.468 -1.833 -0.382
C -7.063 2.434 -2.717 -0.750
N -4.225 -0.141 0.156 -0.531
H -2.730 1.059 -1.967 0.349
H -2.257 1.665 -0.352 -0.449
H -3.153 2.674 -1.457 0.580
H -4.589 1.924 0.294 0.302
H -6.371 0.675 -0.925 0.392
H -5.363 0.566 -2.327 0.376
H -7.705 1.576 -2.505 0.323
H -6.653 2.456 -3.734 0.268
H -7.649 3.346 -2.602 0.251
H -4.009 -0.834 -0.559 0.105
H -5.164 -0.361 0.481 0.286
C -2.412 -2.959 -1.632 0.718
C -3.675 -2.890 -2.465 -0.853
O -4.112 -1.540 -2.553 -0.408
O -1.312 -2.381 -2.273 -0.499
H -2.301 -4.027 -1.387 0.203
H -2.605 -2.469 -0.668 -0.426
H -4.457 -3.507 -2.015 0.418
H -3.421 -3.270 -3.462 0.380
H -5.039 -1.472 -2.788 0.253
H -0.850 -1.783 -1.663 0.127
```

**F_max**: 1.875 eV Å⁻¹
**Energy relative to the best compared isomer or geometry (same formula, charge and spin)**: 138.3 kJ/mol
**Net charge**: 0
**Structure (SMILES)**: COC[C@H](C)N.COC[C@H](C)N.COC[C@H](C)N.COC[C@H](C)N.COC[C@H](C)N.COC[C@H](C)N.COC[C@H](C)N.OCCO.CO.CO.CO.CO

Calculated total energy (computed, eV): -64900.7046; -78502.5503; -73906.0495
LUMO energy (computed, eV): 0.0; 0.0; 0.4
Gap between HOMO and LUMO (computed, eV): 9.48; 8.60; 8.65